Record 1
Entry from the OMol25 dataset: C24H20N6RuS4 as an isolated structure (the ωB97M-V functional and the def2-TZVPD basis).

```
55
Properties=species:S:1:pos:R:3:forces:R:3
Ru 0.1069 -0.6933 0.4722 -0.911 3.123 1.566
C 3.9833 2.8067 2.7669 -0.002 -0.114 0.039
C 4.4955 1.3849 2.9822 -0.079 0.044 -0.029
N 3.4348 0.4019 3.1588 0.067 0.350 -0.023
C 2.5637 0.1076 2.1606 -0.468 -0.551 -0.095
S 1.1974 -0.8665 2.6137 -0.125 -0.390 -0.157
N 2.8532 0.5072 0.9470 0.550 0.276 0.058
N 1.9405 0.1651 0.0154 -0.533 -1.147 0.003
C 2.1341 0.5005 -1.2190 0.407 0.401 0.150
C 3.3574 1.2334 -1.6694 -0.120 0.072 -0.082
C 1.0872 0.1074 -2.1373 -0.157 -0.183 -0.253
C 1.1458 0.3130 -3.5132 0.246 0.165 0.010
C 0.1825 -0.2428 -4.3290 -0.012 -0.037 -0.087
C -0.8368 -0.9895 -3.7573 0.126 0.108 0.035
C -0.8762 -1.0992 -2.3808 -0.157 -0.074 -0.080
N 0.0463 -0.5468 -1.5900 -0.161 -0.392 0.084
H 4.8187 3.5089 2.7361 -0.020 0.016 -0.017
H 3.3129 3.0947 3.5789 0.028 0.044 -0.003
H 3.4269 2.8643 1.8327 -0.013 0.041 0.019
H 5.1191 1.3378 3.8760 0.035 -0.033 -0.011
H 5.1025 1.0720 2.1329 0.024 -0.004 0.010
H 3.0123 0.3571 4.0722 0.063 -0.113 0.020
H 3.9724 1.4623 -0.8064 0.021 0.008 -0.004
H 3.0827 2.1651 -2.1694 0.022 -0.012 -0.020
H 3.9358 0.6267 -2.3704 -0.023 0.007 -0.017
H 1.9527 0.9084 -3.9181 0.026 -0.101 -0.058
H 0.2348 -0.1202 -5.4033 0.003 0.067 0.015
H -1.5916 -1.4671 -4.3650 -0.041 0.000 0.054
H -1.6665 -1.6369 -1.8801 0.043 -0.009 0.068
S 0.0159 1.7653 1.4397 -0.024 -1.028 -0.611
C -1.3464 2.4817 0.6558 0.216 0.344 -0.010
C -1.4799 3.8715 0.6067 0.000 -0.020 0.030
C -2.5222 4.4745 -0.0834 -0.039 -0.109 0.004
C -2.6446 5.9039 -0.0993 0.026 -0.020 -0.020
N -2.7478 7.0496 -0.0890 0.037 0.000 -0.009
C -3.4568 3.6643 -0.7528 0.032 0.129 0.072
C -3.3631 2.2833 -0.6388 -0.067 -0.075 -0.109
C -2.3326 1.6773 0.0770 -0.177 0.030 -0.161
S -2.3099 -0.0518 0.2580 0.600 -0.922 0.176
C -4.4684 4.2581 -1.5779 -0.029 -0.019 0.064
N -5.2634 4.7392 -2.2565 -0.025 -0.039 0.007
H -0.7399 4.4812 1.1092 -0.022 0.048 -0.041
H -4.0979 1.6610 -1.1335 0.013 0.002 -0.007
S -0.1543 -3.0886 0.3028 1.213 -0.474 -0.959
C -1.2687 -4.4016 0.6399 -0.529 0.654 0.413
C -1.8925 -4.5469 1.8838 -0.066 -0.101 -0.073
C -2.7194 -5.6318 2.1342 0.019 0.048 0.005
C -2.9413 -6.5915 1.1547 -0.004 -0.019 -0.014
C -2.3203 -6.4552 -0.0803 0.056 -0.006 0.043
C -1.4927 -5.3720 -0.3393 -0.033 -0.053 0.025
H -1.7126 -3.8020 2.6477 -0.016 0.010 -0.006
H -3.1923 -5.7288 3.1048 -0.005 0.005 -0.011
H -3.5901 -7.4360 1.3517 0.006 0.003 -0.003
H -2.4821 -7.1987 -0.8524 0.001 0.007 0.000
H -1.0049 -5.2689 -1.3001 -0.023 0.039 -0.002
```
Positions in Å, forces in eV/Å.

The spin multiplicity is 2. As for the maximum force: 0.0702 Eh/bohr. The expectation value of S² is 0.763. The calculation puts the frontier orbital gap (alpha / beta) at 0.2310 / 0.2208 hartree. Its charge is -1. As for the relative energy (zero: lowest compared OMol25 entry of this formula, charge and spin): 2.0441 eV.


Record 2
Entry from the OMol25 dataset: C24H21AsClN2OPS4Tc as an isolated structure (the ωB97M-V functional and the def2-TZVPD basis).

```
56
Properties=species:S:1:pos:R:3:forces:R:3
Tc -1.3675 0.5901 1.0817 -0.363 -0.067 0.316
Cl 5.6549 1.4447 1.0786 0.354 0.134 0.181
C 4.0675 0.8195 1.0725 0.887 0.436 -0.464
C 3.7945 -0.3162 1.8200 -0.344 0.414 -0.057
C 2.5279 -0.8570 1.7582 -0.931 0.151 -0.761
C 1.5896 -0.2739 0.9051 0.625 -0.124 0.324
O 0.3298 -0.9138 0.6695 -0.163 0.906 0.629
C 1.8710 0.8729 0.1745 0.134 0.415 -0.232
C 0.9260 1.6521 -0.6015 0.152 0.802 -0.523
N -0.3312 1.7352 -0.3690 -0.186 0.171 -0.034
C -1.2164 2.6872 -0.9922 0.299 0.178 0.155
C -0.8337 3.7844 -1.7369 0.513 -0.440 0.105
C -1.7518 4.6955 -2.2453 -1.221 -0.455 0.586
C -3.0967 4.4765 -1.9975 1.197 0.001 0.221
C -3.5324 3.3818 -1.2229 0.530 0.352 -0.384
C -4.8925 3.1132 -1.0375 -0.869 -0.337 -0.323
C -5.2746 1.9693 -0.3991 1.099 -0.797 1.332
C -4.2561 1.1896 0.2254 -0.553 -0.039 -0.934
N -2.9501 1.4023 0.0725 -0.247 0.769 -0.223
C -2.5785 2.5038 -0.6922 0.337 -0.594 -0.161
C 3.1519 1.4447 0.2401 -0.416 -0.538 0.494
H 4.5744 -0.7289 2.4329 0.089 -0.204 0.174
H 2.2574 -1.7546 2.2842 0.107 -0.150 0.288
H 1.4369 2.3042 -1.3315 -0.593 -0.189 0.132
H 0.2022 3.9834 -1.9442 0.345 -0.082 0.052
H -1.3986 5.5648 -2.7622 -0.031 0.222 -0.308
H -3.8201 5.1620 -2.3441 -0.723 0.638 -0.445
H -5.6479 3.7502 -1.4868 0.137 0.112 0.067
H -6.2928 1.6474 -0.2386 -0.089 0.201 -0.174
H -4.5194 0.2949 0.7724 -0.184 0.098 0.120
H 3.4199 2.3670 -0.2962 -0.175 -0.599 0.238
S -2.2891 -1.4348 4.1720 -0.049 -0.008 -0.009
As -3.8005 0.2214 4.0427 -0.172 -0.210 0.540
S -1.3317 2.0101 2.5965 0.491 0.221 0.005
S -2.8316 -0.7929 2.2476 0.043 -0.281 -0.040
S -2.4930 1.9940 4.3399 0.099 -0.173 -0.485
C -1.0690 -2.3429 -1.0758 1.188 -0.092 0.125
P 0.2805 -2.4631 0.1141 -0.457 -0.200 -0.259
C -0.1990 -3.4532 1.5167 0.650 0.232 -0.082
C 1.8495 -2.8261 -0.5433 0.093 -1.086 0.455
C 2.7317 -3.6856 0.1445 0.008 -0.290 0.463
C 4.0122 -3.8640 -0.3792 -1.240 -0.094 1.092
C 4.3761 -3.2163 -1.5390 0.881 -0.099 0.132
C 3.5064 -2.4107 -2.2435 -0.139 0.467 -0.669
C 2.2250 -2.2470 -1.7478 0.151 0.275 -0.429
H -1.2781 -3.3504 -1.4291 -0.211 0.000 -0.177
H -0.7756 -1.6821 -1.9015 -0.127 -0.253 0.131
H -1.9065 -1.9314 -0.5409 -0.639 0.087 0.136
H -0.5350 -4.4249 1.1511 0.171 -0.139 0.236
H -1.0279 -2.9404 1.9929 -0.184 -0.015 0.136
H 0.6517 -3.5084 2.2283 -0.623 -0.245 -0.393
H 2.4508 -4.2287 1.0861 0.249 0.704 -1.055
H 4.6746 -4.4798 0.2064 0.366 -0.134 -0.302
H 5.3954 -3.3401 -1.8551 0.233 0.006 -0.366
H 3.8424 -1.9107 -3.1731 -0.397 -0.441 0.688
H 1.4968 -1.6845 -2.3005 -0.104 0.383 -0.265
```
Positions in Å, forces in eV/Å.

As for the maximum force: 0.0370 Eh/bohr. The calculation puts the frontier orbital gap (alpha / beta) at 0.2431 / 0.2431 hartree. Its charge is +3. As for the relative energy (zero: lowest compared OMol25 entry of this formula, charge and spin): 0.0000 eV.


Record 3
Entry from the OMol25 dataset: C24H21BrClN4O3Pt as an isolated structure (the ωB97M-V functional and the def2-TZVPD basis).

```
55
Properties=species:S:1:pos:R:3:forces:R:3
Pt -0.4437 -0.3716 -0.1206 0.213 -0.520 2.423
N -1.4015 -2.6469 2.2401 -0.395 -0.225 -0.147
C -0.7461 -1.5836 2.8212 0.302 0.495 0.406
C -0.6922 -1.5003 4.2206 0.100 -0.018 -0.222
C -0.0351 -0.4418 4.8083 -0.031 0.026 -0.372
C 0.5690 0.5192 4.0003 -0.045 -0.136 -0.075
C 0.4588 0.3825 2.6348 0.381 0.394 0.477
N -0.1955 -0.6306 2.0676 -0.951 0.023 -0.989
C -1.3115 -3.1492 0.9568 -0.032 -0.071 0.176
C -2.0735 -4.2794 0.6244 0.269 0.042 -0.162
C -1.9554 -4.8229 -0.6370 0.151 0.370 0.198
C -1.0472 -4.2612 -1.5316 0.168 0.016 0.136
C -0.3318 -3.1568 -1.1303 0.091 -0.567 -0.549
N -0.4849 -2.5855 0.0694 -0.214 1.992 -0.432
H -1.9029 -3.2423 2.8867 0.080 0.165 -0.146
H -1.1524 -2.2673 4.8228 -0.048 -0.120 0.051
H 0.0159 -0.3627 5.8806 -0.003 -0.020 0.179
H 1.1051 1.3506 4.4242 0.071 0.103 0.006
H 0.9056 1.0904 1.9486 -0.015 0.001 0.069
H -2.7416 -4.7159 1.3478 -0.084 0.004 0.166
H -2.5538 -5.6728 -0.9214 -0.065 -0.123 -0.005
H -0.9011 -4.6796 -2.5111 0.081 -0.024 -0.160
H 0.4146 -2.7041 -1.7663 -0.098 0.115 -0.068
Br -2.9712 5.2369 -2.6117 0.186 -0.337 0.167
C -2.1179 3.8514 -1.6593 0.076 0.010 -0.060
C -0.7837 3.5397 -1.9015 -0.283 0.156 0.251
C -0.2031 2.5181 -1.1744 0.446 0.234 -0.244
N -0.8692 1.8104 -0.2612 0.131 -1.900 -0.264
C -2.1423 2.1368 -0.0105 -0.351 0.051 0.282
C -2.8080 3.1390 -0.6844 0.171 0.179 0.020
H -0.2149 4.0849 -2.6366 0.113 0.011 -0.033
H 0.8388 2.2617 -1.3148 -0.015 -0.179 -0.076
H -2.6391 1.5809 0.7767 0.010 -0.099 -0.159
H -3.8379 3.3657 -0.4574 -0.043 -0.017 0.058
C -3.0201 -0.7888 -1.6080 0.172 0.115 -0.152
C -2.7665 0.2025 -2.6985 0.299 -0.088 0.066
C -3.8152 0.9482 -3.2082 0.177 0.191 -0.313
C -3.6224 1.8148 -4.2747 0.266 -0.187 0.180
Cl -4.9456 2.7425 -4.8645 -0.195 0.119 -0.141
C -2.3703 1.9209 -4.8554 -0.288 0.065 0.094
C -1.3047 1.2130 -4.3295 0.256 -0.162 0.066
C -1.4770 0.3742 -3.2329 -0.589 0.123 -0.223
O -0.4718 -0.3305 -2.6117 -0.316 0.033 0.028
C 0.8531 -0.2848 -3.1268 1.011 -0.050 0.134
C 1.9656 -0.1527 -2.0278 0.051 0.081 -0.252
O 3.1063 -0.0629 -2.4202 0.249 -0.066 -0.849
O 1.6299 -0.1115 -0.8062 -0.588 -0.009 0.313
H -4.0347 -0.6951 -1.2378 -0.127 -0.015 0.122
H -2.3161 -0.6357 -0.7498 -0.581 -0.150 -0.147
H -2.8718 -1.8033 -1.9787 0.071 -0.089 0.110
H -4.7982 0.8428 -2.7829 -0.217 -0.034 0.079
H -2.2200 2.5532 -5.7160 -0.008 0.088 -0.059
H -0.3526 1.3263 -4.8217 0.078 -0.034 0.027
H 1.0126 0.5635 -3.7881 -0.058 -0.084 0.061
H 1.0471 -1.2050 -3.6846 -0.033 0.121 -0.044
```
Positions in Å, forces in eV/Å.

As for the maximum force: 0.0484 Eh/bohr. The calculation puts the frontier orbital gap (alpha / beta) at 0.2416 / 0.2413 hartree. Its charge is +1.


Record 4
Entry from the OMol25 dataset: C24H21BrF10IrN6O4PS3 as an isolated structure (the ωB97M-V functional and the def2-TZVPD basis).

```
71
Properties=species:S:1:pos:R:3:forces:R:3
Ir 0.2725 -0.3461 -1.0662 -0.303 -0.595 -0.356
F -2.7287 -5.7194 2.1380 0.004 -0.004 0.003
C -2.4133 -4.4942 1.7975 -0.013 -0.009 -0.002
C -2.8153 -3.4243 2.5807 0.010 0.002 0.007
F -3.5252 -3.6333 3.6672 -0.004 0.003 0.010
C -2.4839 -2.1288 2.2039 -0.027 -0.056 -0.069
F -2.9673 -1.1308 2.9342 0.073 0.065 0.034
C -1.7135 -1.8680 1.0780 0.006 -0.030 -0.042
P -1.3998 -0.1721 0.4957 -0.051 0.157 0.077
C -0.9316 0.8946 1.8588 0.053 0.010 -0.032
C -0.4854 0.3953 3.0800 -0.052 -0.011 0.000
C -0.0730 1.2730 4.0713 0.014 0.006 0.009
C -0.0977 2.6423 3.8437 -0.012 0.010 0.023
C -0.5026 3.1415 2.6107 -0.116 0.017 0.015
C -0.9036 2.2708 1.6102 -0.184 -0.027 0.047
C -3.0384 0.2711 -0.1296 0.000 0.031 0.023
C -3.8491 1.2054 0.5063 0.069 -0.044 -0.020
C -5.1199 1.4691 0.0099 -0.022 -0.003 -0.013
C -5.5871 0.8056 -1.1128 0.002 0.014 0.022
C -4.7949 -0.1567 -1.7307 0.031 -0.034 0.003
C -3.5321 -0.4309 -1.2350 -0.053 0.015 0.022
C -1.3765 -2.9633 0.2848 -0.027 0.067 0.136
Br -0.5116 -2.7287 -1.3916 0.051 0.188 -0.021
C -1.7032 -4.2573 0.6245 0.013 0.012 -0.031
F -1.3712 -5.2667 -0.1592 0.001 -0.008 -0.002
H -0.4620 -0.6699 3.2697 -0.007 -0.011 0.009
H 0.2562 0.8868 5.0265 0.001 -0.002 -0.002
H 0.2080 3.3234 4.6267 -0.005 0.002 0.001
H -0.5077 4.2084 2.4316 0.000 0.004 -0.003
H -1.2004 2.6574 0.6423 -0.075 0.011 -0.022
H -3.5159 1.7142 1.3981 0.080 0.058 0.039
H -5.7483 2.1905 0.5143 0.004 0.004 -0.004
H -6.5771 1.0159 -1.4940 0.001 0.001 -0.002
H -5.1718 -0.7071 -2.5824 -0.006 -0.003 -0.001
H -2.9545 -1.2268 -1.6940 -0.001 -0.056 0.023
F 3.3849 -2.1639 -4.6651 -0.006 0.006 -0.018
C 3.9431 -1.3681 -3.7737 -0.074 0.007 -0.054
F 5.1306 -1.8108 -3.4290 0.024 -0.023 0.004
F 4.0310 -0.1331 -4.2565 -0.003 -0.039 0.021
S 2.8948 -1.3042 -2.2531 0.165 0.125 0.163
O 1.5983 -0.7709 -2.7739 0.009 0.179 0.182
O 3.5336 -0.4201 -1.3176 0.064 -0.055 -0.081
N 2.6137 -2.7505 -1.7958 0.038 0.113 0.076
S 3.2069 -3.4028 -0.4586 -0.071 -0.009 -0.018
O 4.6164 -3.3102 -0.3387 -0.001 -0.019 -0.018
O 2.4692 -4.5940 -0.2249 0.018 -0.001 -0.007
C 2.6029 -2.2786 0.9352 -0.018 -0.027 -0.005
F 3.4991 -1.4310 1.3597 -0.006 0.032 -0.003
F 2.1396 -2.9877 1.9332 -0.001 0.018 0.006
F 1.4609 -1.4664 0.5482 0.039 0.024 -0.029
N -1.4699 1.7311 -2.2075 0.018 0.043 -0.025
N -0.8483 0.4792 -2.5332 0.060 -0.028 0.037
H -2.2891 1.8480 -2.7971 -0.011 0.001 0.008
H -0.7854 2.4488 -2.4252 0.016 0.000 -0.002
H -0.1957 0.5781 -3.3184 -0.008 -0.002 -0.004
H -1.5909 -0.1678 -2.7961 0.040 0.030 -0.022
C 3.6755 1.6757 1.8846 0.011 -0.041 -0.023
C 2.2490 1.5198 1.3620 0.130 -0.036 -0.002
C 2.1011 1.9185 -0.0636 -0.138 0.034 0.010
N 1.2480 1.4696 -0.9433 0.144 -0.049 -0.091
N 1.3165 2.0727 -2.1874 -0.019 0.040 0.052
C 2.2486 2.9842 -2.2153 -0.034 -0.076 -0.022
N 2.5237 3.7299 -3.2915 -0.005 0.040 -0.004
S 3.0985 3.1568 -0.7165 -0.008 0.030 0.049
H 3.7275 1.3234 2.9130 0.000 0.002 0.003
H 3.9898 2.7210 1.8874 0.002 0.003 0.001
H 4.3829 1.0987 1.2900 0.011 -0.001 0.001
H 1.5663 2.1463 1.9420 0.152 -0.037 -0.060
H 1.9026 0.5003 1.4787 -0.017 -0.051 0.009
H 2.0726 3.5229 -4.1666 0.017 -0.008 -0.008
H 3.2776 4.3943 -3.2947 0.007 -0.011 -0.007
```
Positions in Å, forces in eV/Å.

As for the maximum force: 0.0147 Eh/bohr. The calculation puts the frontier orbital gap at 0.3047 hartree. Its charge is +2.